No. 1
C40H46AsClNNiO4P2S | the ωB97M-V functional and the def2-TZVPD basis

The geometry in XYZ format:
```
97
Properties=species:S:1:pos:R:3:forces:R:3:lowdin_charge:R:1
Ni 0.29270 0.22530 0.17713 -0.204 0.214 -0.002 0.52
C -0.46426 -5.31507 5.45461 0.057 -0.002 0.023 -0.42
S -2.15378 -5.52710 4.87152 -0.019 -0.004 -0.001 0.83
C -2.17817 -4.35320 3.50051 0.001 0.015 -0.031 -0.53
C -2.23688 -2.88994 3.92049 0.007 0.001 0.031 -0.24
C -2.40858 -1.94952 2.73811 -0.001 -0.028 -0.022 -0.24
N -1.20183 -1.83948 1.87397 -0.068 0.025 0.080 -0.40
P 0.05069 -0.75487 2.29419 0.063 0.006 -0.138 1.02
C 1.50851 -1.74850 2.70538 -0.012 -0.017 0.016 -0.38
C 1.40543 -2.99637 3.31591 0.009 -0.003 0.005 -0.10
C 2.54608 -3.72996 3.59757 0.011 0.002 -0.007 -0.06
C 3.79819 -3.21976 3.27300 -0.005 -0.001 0.009 -0.06
C 3.90480 -1.97784 2.66581 -0.006 0.008 0.000 -0.06
C 2.76214 -1.24315 2.37685 0.022 0.013 0.000 -0.09
C -0.33742 0.10188 3.84414 0.030 -0.042 0.055 -0.32
C -1.35946 1.05227 3.90494 -0.005 -0.006 -0.023 -0.09
C -1.63447 1.70007 5.09889 -0.013 0.008 -0.013 -0.06
C -0.89307 1.42000 6.23790 0.000 -0.006 -0.007 -0.06
C 0.13053 0.48642 6.18208 -0.008 -0.001 0.001 -0.07
C 0.40882 -0.17135 4.99367 -0.008 0.005 0.001 -0.08
P -1.57620 -1.62392 0.16343 0.068 -0.010 0.125 1.05
C -2.60605 -3.08155 -0.17918 0.021 0.035 -0.059 -0.36
C -2.11252 -4.38151 -0.07051 0.022 0.015 0.017 -0.09
C -2.94753 -5.46009 -0.29942 0.015 -0.014 0.001 -0.07
C -4.27677 -5.24698 -0.64806 -0.028 -0.002 -0.008 -0.06
C -4.77046 -3.95816 -0.76964 0.032 0.044 0.004 -0.06
C -3.93549 -2.87172 -0.53437 -0.031 -0.019 -0.009 -0.09
C 0.01409 -2.06189 -0.65740 0.001 -0.199 -0.054 -0.42
C 0.15791 -1.51331 -1.94257 0.015 0.076 0.059 -0.13
C 1.26993 -1.80161 -2.71932 0.010 -0.007 0.006 -0.07
C 2.26588 -2.62351 -2.21328 0.000 0.008 -0.009 -0.05
C 2.14006 -3.17390 -0.94340 0.003 0.004 0.000 -0.04
C 1.01935 -2.90779 -0.17583 -0.036 -0.016 0.001 -0.09
H -0.33622 -5.98479 6.30314 -0.010 0.000 -0.002 0.03
H -0.26564 -4.29798 5.79296 -0.017 0.003 -0.004 0.03
H 0.25282 -5.59980 4.68364 -0.010 0.001 -0.012 0.02
H -3.07392 -4.60413 2.92705 -0.006 -0.001 0.011 0.07
H -1.32992 -4.54779 2.83864 0.013 -0.002 0.010 0.06
H -1.35545 -2.60605 4.50354 0.003 0.000 -0.008 0.09
H -3.09099 -2.75012 4.58729 -0.010 -0.006 -0.012 0.12
H -2.71994 -0.96049 3.07706 0.012 -0.008 0.023 0.10
H -3.21874 -2.32772 2.11187 -0.001 0.003 0.003 0.10
H 0.43110 -3.39869 3.55729 -0.003 0.000 0.000 0.07
H 2.46232 -4.69921 4.07194 -0.001 -0.001 0.001 0.10
H 4.68861 -3.79429 3.49205 -0.001 0.001 0.002 0.11
H 4.87880 -1.58264 2.40829 0.000 -0.002 -0.002 0.11
H 2.84467 -0.28987 1.86869 -0.011 -0.001 -0.001 0.08
H -1.93736 1.28320 3.02213 -0.001 0.009 -0.048 0.08
H -2.43307 2.42929 5.13482 0.001 0.000 0.005 0.11
H -1.11206 1.92992 7.16682 0.002 -0.001 0.000 0.11
H 0.71556 0.26439 7.06465 0.000 0.001 0.000 0.11
H 1.21170 -0.89453 4.97108 0.002 0.000 -0.006 0.10
H -1.07665 -4.55127 0.19533 0.004 -0.006 -0.001 0.10
H -2.56552 -6.46864 -0.21059 0.006 0.003 0.000 0.11
H -4.92644 -6.09301 -0.83012 -0.003 0.002 0.001 0.11
H -5.80113 -3.79160 -1.04834 -0.041 0.023 -0.014 0.10
H -4.31803 -1.86169 -0.62514 -0.018 0.023 -0.001 0.09
H -0.62517 -0.86887 -2.33365 -0.003 -0.007 -0.012 0.10
H 1.35481 -1.39031 -3.71683 0.001 0.002 0.002 0.11
H 3.13968 -2.84563 -2.81200 -0.001 0.002 0.000 0.11
H 2.91490 -3.82098 -0.55340 -0.002 -0.001 0.001 0.12
H 0.92097 -3.35575 0.80220 -0.008 -0.014 -0.006 0.09
C -6.38351 3.16555 0.43129 -0.003 -0.003 0.005 -0.02
C -5.82140 2.17820 -0.54852 -0.020 0.015 -0.010 -0.19
C -6.59000 1.15370 -1.07253 -0.012 0.002 0.010 -0.06
C -6.04392 0.24593 -1.96874 0.022 -0.028 -0.007 -0.68
Cl -7.03866 -1.03508 -2.59876 0.013 -0.043 -0.001 0.66
C -4.72409 0.34282 -2.35677 -0.009 0.010 0.001 -0.12
C -3.93701 1.36449 -1.83604 -0.001 -0.031 -0.038 -0.01
C -4.48372 2.27476 -0.94612 0.022 -0.041 0.026 -0.23
O -3.79124 3.31708 -0.39736 0.049 0.019 0.121 -0.02
C -2.39728 3.31838 -0.53645 0.035 0.059 0.000 -0.10
C -1.71708 2.14268 0.16233 -0.162 -0.194 -0.152 -0.60
O -2.30110 1.46511 0.98739 0.080 0.114 0.002 0.02
O -0.49093 1.94440 -0.23493 0.070 0.012 0.061 -0.16
H -7.41468 2.91911 0.67745 0.002 0.001 -0.004 0.08
H -6.35552 4.17827 0.02694 0.005 0.001 -0.004 0.09
H -5.79362 3.17394 1.34872 -0.002 -0.001 0.000 0.09
H -7.62729 1.05611 -0.77956 0.001 0.001 0.002 0.12
H -4.30957 -0.36778 -3.05897 0.000 -0.008 -0.001 0.11
H -2.89980 1.42439 -2.13776 -0.006 0.017 0.010 0.11
H -2.04687 4.23796 -0.06539 -0.003 0.015 -0.008 0.14
H -2.09198 3.34936 -1.58640 0.025 -0.026 0.005 0.13
C 1.70743 2.42712 -2.55738 0.001 0.027 -0.010 -0.18
As 2.61124 2.14673 -0.89507 -0.086 0.020 0.017 1.03
C 2.27910 3.63663 0.25338 0.002 0.013 0.010 -0.18
C 4.48612 2.00326 -1.22868 0.011 0.017 0.001 -0.19
O 2.13270 0.70770 -0.17232 0.098 -0.068 -0.020 -0.54
H 1.95179 3.41468 -2.94671 0.015 -0.007 -0.012 0.05
H 0.63906 2.35904 -2.36144 0.010 0.002 -0.002 0.02
H 2.02049 1.66363 -3.26689 -0.010 -0.015 0.007 0.04
H 2.58865 4.56002 -0.23411 0.003 -0.003 0.002 0.05
H 2.83510 3.50182 1.17922 -0.001 -0.008 0.000 0.05
H 1.21054 3.65127 0.45589 0.000 0.010 0.007 0.03
H 4.85908 2.92577 -1.67098 0.004 -0.004 -0.004 0.05
H 4.65459 1.17059 -1.90858 0.003 -0.003 0.006 0.05
H 4.99492 1.81321 -0.28586 0.002 0.000 0.000 0.05
```
Forces are in eV/Å.

Its gap between HOMO and LUMO (alpha / beta) is 7.77 / 6.86 eV. As for the spin multiplicity: 3. The energy relative to the best compared isomer or geometry (same formula, charge and spin) comes out at 14.7 kcal/mol. Its LUMO energy (alpha / beta) is -2.3570 / -3.2708 eV. The charge is +1.

=====

No. 2
C30H29ClCsN3O10P | the ωB97M-V functional and the def2-TZVPD basis

The geometry in XYZ format:
```
75
Properties=species:S:1:pos:R:3:forces:R:3:lowdin_charge:R:1
Cs -1.25502 -1.76644 0.98650 0.232 0.041 -0.240 1.19
O 0.03760 -4.69971 3.86682 -0.098 -0.182 0.057 0.13
C 0.81959 -3.88115 3.16958 -0.004 0.381 0.088 -0.50
O 0.98480 -2.71922 3.46004 0.178 -0.090 -0.196 0.08
C 1.39304 -4.50549 1.92957 -0.077 -0.001 0.131 -0.20
C 2.06072 -5.71604 1.90968 0.012 0.014 -0.061 -0.01
C 2.55044 -6.14543 0.68118 0.005 -0.015 0.033 -0.05
C 2.31403 -5.38231 -0.44704 0.015 0.011 -0.043 0.00
C 1.56904 -4.21082 -0.33239 -0.018 -0.002 0.072 -0.16
N 1.14202 -3.77319 0.84946 0.128 -0.057 -0.120 0.12
C 1.18939 -3.38141 -1.57074 0.076 -0.048 -0.002 -0.67
O 1.97156 -3.47253 -2.53004 -0.059 -0.003 -0.021 -0.02
O 0.13515 -2.71290 -1.45409 0.047 0.011 -0.165 -0.18
H -0.54054 -4.14123 4.42215 0.008 0.000 -0.038 0.12
H 2.19505 -6.28947 2.81638 0.000 -0.001 0.001 0.11
H 3.10570 -7.07265 0.60966 -0.001 -0.003 0.007 0.10
H 2.68047 -5.66052 -1.42509 -0.005 -0.005 0.001 0.11
O -3.20283 -1.91058 5.30742 0.004 0.029 -0.021 -0.34
Cl -3.13024 -1.95071 3.87581 -0.037 -0.093 0.060 0.61
O -4.43049 -2.16061 3.29983 0.006 -0.022 0.049 -0.35
O -2.25051 -3.04735 3.46670 -0.069 -0.142 0.230 -0.50
O -2.56543 -0.72285 3.35700 -0.151 0.166 0.310 -0.50
O 3.29133 -0.70845 2.59309 -0.105 -0.477 0.049 -0.03
N 2.48228 0.37672 2.37479 -0.160 0.099 -0.006 -0.01
C 3.05696 1.46904 2.65539 -0.042 0.049 0.016 -0.11
C 2.36253 2.76152 2.52017 0.031 -0.071 -0.029 -0.21
C 2.92317 3.83133 3.21424 0.044 -0.021 0.028 -0.05
C 2.34591 5.08980 3.20434 0.001 0.016 0.002 -0.09
C 1.18438 5.29024 2.47927 -0.010 -0.024 -0.011 -0.09
C 0.63356 4.24110 1.75528 -0.002 -0.049 0.063 -0.08
C 1.20199 2.96789 1.74764 -0.026 0.149 -0.084 -0.30
P 0.45114 1.62418 0.73101 0.155 -0.058 0.009 1.09
C -0.69801 2.57262 -0.35291 -0.086 -0.027 0.021 -0.40
C -2.05077 2.47077 -0.03048 -0.034 -0.016 0.019 -0.11
C -3.02237 3.06408 -0.82580 0.008 0.010 -0.014 -0.08
C -2.65227 3.75752 -1.96827 -0.010 -0.018 0.026 -0.09
C -1.30788 3.85919 -2.30652 0.022 0.000 0.001 -0.09
C -0.34013 3.27269 -1.50519 0.051 0.027 0.003 -0.08
C 1.82693 1.30847 -0.44227 -0.013 -0.005 -0.071 -0.38
C 2.82768 2.23032 -0.75049 -0.062 0.008 0.003 -0.11
C 3.78639 1.92945 -1.70574 0.021 -0.014 -0.014 -0.09
C 3.75459 0.70739 -2.36823 -0.002 -0.020 -0.008 -0.09
C 2.77249 -0.22327 -2.06360 -0.023 0.001 0.033 -0.05
C 1.82114 0.07895 -1.09525 0.038 -0.018 0.046 -0.08
H 2.68238 -1.47071 2.54211 0.065 0.291 0.035 0.07
H 4.07458 1.46398 3.04760 -0.009 0.026 0.011 0.13
H 3.83107 3.66000 3.78151 -0.007 0.003 0.006 0.11
H 2.80235 5.89979 3.75882 -0.015 0.007 0.000 0.10
H 0.70576 6.26122 2.45548 0.022 0.010 0.015 0.10
H -0.26015 4.42615 1.17526 -0.006 -0.009 -0.022 0.10
H -2.35441 1.89292 0.83567 0.021 -0.001 -0.002 0.11
H -4.06668 2.95872 -0.56032 -0.003 0.003 -0.009 0.11
H -3.40872 4.20802 -2.59942 0.007 0.004 -0.005 0.10
H -1.01021 4.38958 -3.20302 -0.012 0.002 -0.002 0.10
H 0.70213 3.34331 -1.79075 0.001 -0.010 0.007 0.10
H 2.85691 3.18610 -0.23921 0.015 0.004 -0.025 0.11
H 4.56182 2.65022 -1.93755 -0.007 0.010 0.011 0.10
H 4.50349 0.47697 -3.11636 0.006 0.006 0.005 0.10
H 2.73281 -1.19165 -2.54913 0.015 0.005 -0.013 0.09
H 1.08265 -0.67614 -0.84982 -0.024 0.029 -0.066 0.06
C -3.82436 -0.65160 -4.38947 -0.016 -0.013 -0.010 -0.06
N -3.98856 -0.63131 -2.94976 0.006 -0.032 -0.039 -0.15
C -5.33254 -0.78632 -2.43102 0.000 0.003 -0.004 -0.04
C -2.95190 -0.45473 -2.08823 0.150 0.074 0.078 -0.50
C -1.57801 -0.20134 -2.65364 -0.015 -0.001 0.008 0.02
O -3.11858 -0.49932 -0.87232 -0.148 0.072 -0.156 -0.12
H -4.66967 -1.18396 -4.82461 0.006 -0.005 -0.004 0.08
H -2.91743 -1.18002 -4.67508 -0.003 0.002 -0.001 0.09
H -3.79722 0.35433 -4.82054 -0.012 0.003 0.002 0.09
H -5.98450 0.00260 -2.81660 -0.001 0.002 -0.005 0.09
H -5.29404 -0.72553 -1.34809 -0.008 0.002 0.000 0.08
H -5.75031 -1.75413 -2.71957 0.007 -0.003 -0.006 0.09
H -1.57432 0.24703 -3.64450 -0.012 -0.004 -0.001 0.08
H -1.00476 -1.13530 -2.66303 -0.023 -0.019 -0.003 0.08
H -1.07417 0.47218 -1.96325 0.011 0.006 -0.019 0.06
```
Forces are in eV/Å.

Its gap between HOMO and LUMO is 8.16 eV. The energy relative to the best compared isomer or geometry (same formula, charge and spin) comes out at 6.0 kcal/mol. Its LUMO energy is 2.0846 eV. The charge is -1.

=====

Energy values (in a.u.) by entry order: -7192.59038, -2898.86327.